i) This record from OMol25 describes a 14-piece molecular cluster, C42H112O14 overall. The level of theory is ωB97M-V/def2-TZVPD.

Last column: Mulliken charge in e.
Geometry (Å):
C1 -15.602 15.566 17.186  -1.25
C2 -15.958 16.793 16.361  0.63
C3 -16.054 18.030 17.227  -1.01
O1 -15.035 16.958 15.407  -0.47
H1 -15.333 14.659 16.644  0.43
H2 -16.485 15.282 17.758  0.40
H3 -14.846 15.823 17.928  0.09
H4 -16.926 16.687 15.872  0.25
H5 -15.201 18.020 17.906  -0.07
H6 -16.947 17.965 17.848  0.50
H7 -16.089 18.927 16.608  0.26
H8 -14.961 16.163 14.874  0.29
C4 -9.019 27.992 20.901  -0.67
C5 -9.842 29.335 20.847  0.70
C6 -9.078 30.523 21.416  -1.48
O2 -10.189 29.510 19.518  -0.67
H9 -9.000 27.658 21.938  0.24
H10 -7.969 28.122 20.638  0.48
H11 -9.421 27.292 20.168  -0.14
H12 -10.804 29.191 21.338  0.15
H13 -9.632 31.452 21.287  0.39
H14 -8.102 30.639 20.945  0.35
H15 -9.049 30.359 22.493  0.35
H16 -10.915 28.912 19.322  0.26
C7 -7.765 22.365 13.785  -0.88
C8 -8.191 21.327 12.736  0.22
C9 -9.260 20.328 13.147  -0.47
O3 -8.606 22.041 11.572  -0.66
H17 -7.282 23.201 13.280  0.33
H18 -7.047 21.978 14.509  0.49
H19 -8.613 22.765 14.340  -0.19
H20 -7.272 20.823 12.438  0.33
H21 -8.902 19.910 14.088  -0.20
H22 -9.338 19.507 12.434  0.55
H23 -10.217 20.819 13.322  0.11
H24 -9.206 22.713 11.904  0.47
C10 -7.847 25.027 17.810  -1.40
C11 -7.548 23.538 17.820  2.30
C12 -6.110 23.187 17.513  -1.83
O4 -8.012 22.927 19.026  0.69
H25 -7.326 25.561 18.605  0.41
H26 -8.880 25.288 18.040  0.07
H27 -7.638 25.460 16.832  0.42
H28 -8.174 23.073 17.059  -0.88
H29 -5.659 23.673 16.647  0.44
H30 -5.996 22.121 17.317  0.25
H31 -5.439 23.366 18.353  0.38
H32 -7.966 21.972 18.950  -0.37
C13 -9.798 22.833 22.390  -1.58
C14 -9.969 24.208 21.671  3.05
C15 -10.339 25.313 22.624  -1.70
O5 -8.753 24.542 21.144  -0.68
H33 -8.951 22.878 23.075  0.40
H34 -9.710 22.011 21.680  0.08
H35 -10.665 22.540 22.981  0.34
H36 -10.689 24.147 20.856  -1.19
H37 -10.783 26.191 22.155  0.03
H38 -9.416 25.642 23.101  0.43
H39 -11.016 24.984 23.413  0.37
H40 -8.511 23.896 20.476  0.16
C16 -15.783 26.663 16.205  -1.10
C17 -16.498 25.421 16.647  0.48
C18 -15.843 24.821 17.905  -0.97
O6 -17.797 25.656 16.993  -0.56
H41 -16.417 27.192 15.493  0.40
H42 -14.769 26.564 15.818  0.15
H43 -15.725 27.326 17.068  0.27
H44 -16.431 24.658 15.871  0.21
H45 -14.778 24.652 17.744  0.04
H46 -16.310 23.911 18.282  0.45
H47 -15.866 25.557 18.709  0.30
H48 -18.316 25.779 16.195  0.36
C19 -11.590 26.198 18.377  -0.34
C20 -12.810 26.823 19.042  1.26
C21 -13.208 26.039 20.298  -1.30
O7 -12.543 28.128 19.483  -0.55
H49 -10.919 25.835 19.155  -0.79
H50 -11.001 26.883 17.768  0.77
H51 -11.835 25.342 17.749  0.22
H52 -13.642 26.887 18.340  -0.55
H53 -13.273 24.951 20.296  -0.10
H54 -14.187 26.419 20.590  0.64
H55 -12.615 26.327 21.166  0.45
H56 -13.357 28.499 19.831  0.30
C22 -13.862 20.135 22.333  -1.80
C23 -13.452 21.241 21.407  2.05
C24 -14.510 21.645 20.438  -0.83
O8 -13.127 22.433 22.189  -0.47
H57 -13.018 19.970 23.003  0.43
H58 -14.064 19.161 21.889  0.28
H59 -14.672 20.389 23.016  0.40
H60 -12.607 20.916 20.799  -0.76
H61 -14.722 20.925 19.647  0.02
H62 -14.158 22.532 19.912  -0.08
H63 -15.413 21.953 20.965  0.53
H64 -13.932 22.751 22.605  0.32
C25 -12.553 17.430 19.658  -0.96
C26 -11.121 17.618 19.094  0.42
C27 -11.088 17.343 17.597  -0.72
O9 -10.725 18.949 19.353  -0.17
H65 -13.232 18.163 19.222  -0.18
H66 -12.628 17.523 20.742  0.30
H67 -12.927 16.437 19.408  0.52
H68 -10.376 16.941 19.512  0.46
H69 -11.525 18.159 17.021  -0.20
H70 -11.615 16.411 17.390  0.52
H71 -10.061 17.256 17.244  -0.06
H72 -11.297 19.611 18.960  -0.38
C28 -12.800 19.321 13.350  -1.50
C29 -13.647 20.069 14.353  1.66
C30 -15.128 20.193 14.004  -1.60
O10 -13.565 19.342 15.587  -0.20
H73 -12.891 19.858 12.405  0.50
H74 -13.149 18.301 13.189  0.31
H75 -11.742 19.285 13.606  0.05
H76 -13.266 21.082 14.482  -0.17
H77 -15.631 19.230 14.099  0.26
H78 -15.258 20.395 12.941  0.48
H79 -15.712 20.927 14.559  0.30
H80 -14.136 18.571 15.539  -0.31
C31 -6.033 20.646 20.243  -1.50
C32 -7.013 19.614 19.742  0.98
C33 -7.764 18.837 20.816  -1.23
O11 -8.007 20.164 18.882  0.24
H81 -6.465 21.467 20.815  0.21
H82 -5.463 21.074 19.418  0.33
H83 -5.352 20.232 20.987  0.48
H84 -6.407 19.024 19.055  -0.05
H85 -8.423 18.075 20.400  0.22
H86 -8.382 19.535 21.381  0.20
H87 -7.045 18.356 21.480  0.47
H88 -8.793 19.645 19.067  -0.32
C34 -10.667 25.705 14.510  -1.19
C35 -11.072 24.417 13.820  1.82
C36 -12.515 24.534 13.364  -1.64
O12 -10.217 24.179 12.764  -0.40
H89 -9.658 25.667 14.922  0.33
H90 -11.353 25.890 15.337  0.01
H91 -10.763 26.630 13.942  0.48
H92 -11.083 23.522 14.442  -0.82
H93 -12.904 23.628 12.900  0.37
H94 -12.577 25.332 12.624  0.45
H95 -13.218 24.743 14.171  0.29
H96 -10.195 24.940 12.180  0.30
C37 -11.256 22.546 18.351  1.17
C38 -11.577 21.566 17.165  -0.51
C39 -10.391 20.913 16.474  1.60
O13 -12.381 20.579 17.748  0.72
H97 -12.157 22.985 18.780  -0.18
H98 -10.638 23.401 18.079  -0.40
H99 -10.706 22.025 19.136  -0.32
H100 -12.237 22.005 16.417  0.23
H101 -9.926 21.646 15.814  -0.56
H102 -10.708 20.066 15.866  0.04
H103 -9.642 20.353 17.033  -1.13
H104 -12.950 20.155 17.100  -0.37
C40 -6.963 17.784 16.328  -0.34
C41 -6.889 16.895 15.047  0.16
C42 -6.218 17.714 13.836  -0.97
O14 -6.125 15.750 15.255  -0.56
H105 -6.103 18.446 16.429  0.30
H106 -7.115 17.158 17.208  0.35
H107 -7.852 18.390 16.156  -0.28
H108 -7.877 16.555 14.737  0.25
H109 -5.258 18.160 14.100  0.35
H110 -6.958 18.498 13.673  0.01
H111 -6.056 17.086 12.960  0.39
H112 -6.550 15.206 15.923  0.33

Summary:
- E_HOMO: -8.850 eV
- LUMO energy: 0.18 eV
- HOMO-LUMO gap: 9.03 eV

ii) This record from OMol25 describes a 14-piece molecular cluster, C42H112O14 overall. The level of theory is ωB97M-V/def2-TZVPD.

Last column: Mulliken charge in e.
Geometry (Å):
C1 -2.726 3.217 -3.213  -0.94
C2 -3.320 3.980 -2.036  1.26
C3 -4.820 4.212 -2.149  -1.49
O1 -3.087 3.218 -0.853  -0.03
H1 -3.170 2.225 -3.317  -0.09
H2 -1.642 3.317 -3.241  0.14
H3 -2.978 3.622 -4.204  0.47
H4 -2.862 4.974 -1.990  -0.32
H5 -5.297 3.226 -2.194  0.24
H6 -5.075 4.800 -3.036  0.39
H7 -5.339 4.689 -1.315  0.38
H8 -3.306 3.799 -0.111  0.04
C4 -1.720 -5.049 -1.553  -1.58
C5 -1.711 -4.157 -0.292  1.96
C6 -1.881 -4.957 0.985  -1.31
O2 -0.507 -3.391 -0.245  1.69
H9 -2.739 -5.305 -1.837  0.39
H10 -1.111 -5.951 -1.527  0.34
H11 -1.301 -4.406 -2.334  0.20
H12 -2.532 -3.442 -0.403  -0.89
H13 -2.000 -4.281 1.831  -0.02
H14 -0.998 -5.571 1.159  0.19
H15 -2.748 -5.612 0.883  0.47
H16 -0.549 -2.829 0.548  -1.12
C7 4.039 -3.924 -2.168  -1.51
C8 3.009 -3.339 -1.217  3.17
C9 2.423 -2.032 -1.788  -1.64
O3 1.916 -4.287 -1.101  -0.52
H17 4.946 -3.322 -2.149  -0.09
H18 3.589 -3.902 -3.163  0.47
H19 4.253 -4.960 -1.904  0.42
H20 3.494 -3.287 -0.237  0.48
H21 1.462 -2.212 -2.258  1.24
H22 3.082 -1.595 -2.544  0.39
H23 2.371 -1.224 -1.054  -0.84
H24 1.160 -3.749 -0.833  -0.38
C10 7.719 -0.825 -0.788  -1.45
C11 6.388 -1.523 -0.885  0.70
C12 5.232 -0.633 -0.452  -0.56
O4 6.107 -1.753 -2.315  -0.65
H25 8.452 -1.364 -1.395  0.38
H26 8.178 -0.801 0.205  0.36
H27 7.651 0.212 -1.115  0.32
H28 6.426 -2.555 -0.527  0.30
H29 5.269 0.340 -0.943  0.39
H30 5.446 -0.410 0.601  0.45
H31 4.249 -1.078 -0.569  -0.45
H32 6.674 -2.490 -2.567  0.31
C13 1.578 -0.519 0.318  0.09
C14 0.436 0.175 1.053  0.55
C15 -0.478 0.954 0.123  -0.08
O5 -0.393 -0.889 1.556  1.97
H33 1.188 -1.286 -0.347  -0.82
H34 2.273 -0.913 1.061  0.41
H35 2.135 0.235 -0.247  0.15
H36 0.839 0.838 1.826  -0.04
H37 0.101 1.777 -0.323  -0.16
H38 -1.259 1.475 0.676  0.01
H39 -0.834 0.357 -0.716  -0.90
H40 -1.310 -0.555 1.585  -0.96
C16 1.419 -1.795 4.284  -0.80
C17 0.146 -2.038 5.112  0.69
C18 -0.841 -2.861 4.248  -0.73
O6 0.514 -2.689 6.309  -0.60
H41 1.893 -2.727 3.970  0.23
H42 2.165 -1.226 4.843  0.52
H43 1.273 -1.245 3.351  -0.07
H44 -0.351 -1.098 5.356  -0.22
H45 -1.299 -2.303 3.434  -0.38
H46 -1.632 -3.234 4.905  0.46
H47 -0.289 -3.708 3.831  0.43
H48 0.773 -3.582 6.041  0.38
C19 3.290 4.663 -4.008  -1.55
C20 3.424 3.321 -3.307  0.47
C21 2.182 2.750 -2.644  0.20
O7 3.849 2.330 -4.270  -0.62
H49 3.182 5.429 -3.240  0.31
H50 2.534 4.677 -4.796  0.36
H51 4.204 4.881 -4.565  0.39
H52 4.264 3.491 -2.621  0.23
H53 2.246 1.688 -2.412  -0.18
H54 1.346 2.834 -3.347  0.18
H55 1.883 3.308 -1.751  -0.20
H56 4.351 1.668 -3.786  0.29
C22 -5.305 0.226 2.352  -1.69
C23 -4.152 -0.789 2.490  1.35
C24 -4.610 -2.191 2.078  -1.00
O8 -3.206 -0.348 1.511  0.63
H57 -6.092 0.160 3.105  0.41
H58 -5.813 0.123 1.383  0.38
H59 -4.956 1.245 2.159  0.22
H60 -3.666 -0.794 3.463  -0.26
H61 -3.930 -2.937 2.486  0.17
H62 -4.606 -2.253 0.991  -0.09
H63 -5.634 -2.425 2.379  0.35
H64 -3.505 -0.221 0.603  -0.54
C25 -0.877 -1.155 -3.046  0.95
C26 -0.988 -1.668 -4.468  -0.42
C27 -1.377 -0.578 -5.493  -1.31
O9 0.349 -2.043 -4.935  -0.65
H65 -1.706 -0.476 -2.813  0.40
H66 -0.049 -0.481 -2.822  0.23
H67 -0.843 -2.033 -2.399  -1.18
H68 -1.513 -2.595 -4.679  0.54
H69 -1.322 -0.856 -6.542  0.34
H70 -0.697 0.248 -5.273  0.29
H71 -2.400 -0.205 -5.361  0.26
H72 0.917 -1.266 -4.976  0.40
C28 2.061 -5.884 0.721  -1.23
C29 3.211 -5.242 1.497  0.23
C30 3.188 -3.736 1.549  -0.26
O10 3.338 -5.814 2.806  -0.56
H73 1.772 -5.416 -0.222  0.38
H74 1.109 -5.860 1.263  0.11
H75 2.307 -6.937 0.570  0.42
H76 4.076 -5.650 0.951  0.26
H77 2.270 -3.415 2.046  -1.04
H78 3.136 -3.352 0.529  -0.72
H79 4.017 -3.282 2.090  0.70
H80 3.742 -6.675 2.681  0.39
C31 -4.288 -2.253 -3.185  -1.09
C32 -4.556 -1.056 -2.305  1.32
C33 -5.972 -1.087 -1.703  -1.54
O11 -3.655 -1.067 -1.194  0.01
H81 -5.142 -2.427 -3.841  0.50
H82 -4.134 -3.155 -2.592  0.23
H83 -3.430 -2.053 -3.823  0.04
H84 -4.427 -0.101 -2.822  -0.21
H85 -6.738 -1.241 -2.464  0.46
H86 -6.211 -0.185 -1.142  0.26
H87 -6.067 -1.935 -1.021  0.33
H88 -2.810 -1.456 -1.449  -0.67
C34 3.014 3.095 1.441  -0.67
C35 2.833 4.404 0.664  1.16
C36 2.935 5.630 1.579  -1.80
O12 3.911 4.565 -0.262  -0.52
H89 3.438 3.201 2.441  0.43
H90 3.659 2.429 0.868  0.23
H91 2.074 2.558 1.599  -0.20
H92 1.897 4.480 0.119  -0.11
H93 2.113 5.675 2.298  0.37
H94 2.957 6.557 1.005  0.39
H95 3.848 5.623 2.180  0.53
H96 4.764 4.590 0.176  0.32
C37 -0.589 5.138 1.341  -0.43
C38 -1.776 6.068 1.161  0.29
C39 -1.737 6.870 -0.122  -1.57
O13 -2.984 5.259 1.186  -0.62
H97 0.288 5.753 1.116  0.25
H98 -0.552 4.145 0.893  -0.12
H99 -0.391 4.867 2.385  0.39
H100 -1.877 6.778 1.986  0.42
H101 -0.975 7.649 -0.069  0.43
H102 -2.695 7.379 -0.238  0.43
H103 -1.530 6.252 -0.994  0.24
H104 -3.284 5.258 2.100  0.26
C40 -1.788 2.383 3.250  1.07
C41 -2.537 2.423 4.591  0.00
C42 -2.299 1.124 5.359  -1.01
O14 -2.066 3.514 5.356  -0.62
H105 -2.152 1.521 2.683  -0.31
H106 -0.723 2.274 3.472  0.29
H107 -1.930 3.261 2.628  -0.73
H108 -3.614 2.467 4.410  0.39
H109 -1.281 1.134 5.755  0.45
H110 -2.438 0.224 4.752  -0.14
H111 -3.041 0.971 6.145  0.34
H112 -1.205 3.279 5.716  0.40

Summary:
- E_HOMO: -8.507 eV
- LUMO energy: 0.41 eV
- HOMO-LUMO gap: 8.92 eV

Which of them is most stable, and which least? Most stable: i); least stable: ii).

i) This record from OMol25 describes a 2-piece molecular cluster, C5H12N2 overall. The level of theory is ωB97M-V/def2-TZVPD.

Last column: natural (NBO) charge in e.
Geometry (Å):
C1 -0.536 2.723 2.335  0.27
C2 -0.394 0.653 0.991  0.04
C3 0.373 2.859 3.470  -0.72
C4 -0.968 -1.707 -2.032  -0.34
C5 0.280 -2.122 -2.083  -0.09
N1 -0.468 1.652 1.696  -0.25
N2 0.783 -2.879 -3.176  -0.70
H1 -1.384 3.488 2.133  0.29
H2 -0.810 -0.409 1.161  0.26
H3 -0.072 3.327 4.328  0.31
H4 1.031 2.035 3.732  0.27
H5 0.975 3.720 3.400  0.30
H6 -1.771 -2.117 -2.818  0.25
H7 -1.476 -1.048 -1.255  0.25
H8 0.367 0.874 0.172  0.23
H9 1.172 -1.918 -1.466  0.23
H10 0.000 -3.234 -3.697  0.46
H11 1.627 -3.537 -2.963  0.48
H12 1.272 -2.361 -3.926  0.46

Summary:
- E_HOMO: -18.598 eV
- LUMO energy: -7.24 eV
- HOMO-LUMO gap: 11.35 eV
- Net charge: +2

ii) This record from OMol25 describes a 2-piece molecular cluster, C5H12N2 overall. The level of theory is ωB97M-V/def2-TZVPD.

Last column: natural (NBO) charge in e.
Geometry (Å):
C1 -1.746 -3.445 1.512  0.53
C2 -1.195 -2.344 1.796  -0.44
C3 0.902 0.852 -0.067  0.10
C4 1.036 1.737 -2.262  -0.44
C5 1.208 3.226 -0.402  -0.44
N1 -2.440 -4.498 1.469  -0.62
N2 1.058 1.838 -0.847  -0.21
H1 -0.176 -2.374 2.100  0.30
H2 -1.730 -1.417 1.811  0.30
H3 1.094 0.982 1.024  0.23
H4 0.563 -0.115 -0.422  0.22
H5 1.843 1.205 -2.603  0.25
H6 0.105 1.102 -2.670  0.25
H7 0.926 2.835 -2.497  0.25
H8 0.133 3.528 -0.425  0.26
H9 1.634 3.276 0.707  0.26
H10 1.979 3.714 -1.016  0.27
H11 -2.584 -5.008 0.574  0.46
H12 -2.611 -5.093 2.218  0.46

Summary:
- E_HOMO: -19.329 eV
- LUMO energy: -7.77 eV
- HOMO-LUMO gap: 11.56 eV
- Net charge: +2

iii) This record from OMol25 describes a 3-piece molecular cluster, C5H12N2 overall. The level of theory is ωB97M-V/def2-TZVPD.

Last column: natural (NBO) charge in e.
Geometry (Å):
C1 0.571 0.427 -0.551  -0.05
C2 0.981 -0.920 -0.417  -0.20
C3 -3.429 -0.519 -0.144  0.35
C4 0.915 0.830 0.838  -0.19
C5 3.203 0.414 -0.246  -0.46
N1 -2.523 -0.152 0.529  -0.42
N2 1.904 0.124 0.018  -0.16
H1 0.468 -1.508 0.316  0.22
H2 1.238 -1.595 -1.262  0.28
H3 -3.733 -1.045 -1.057  0.32
H4 -4.718 -0.544 0.205  -0.10
H5 -5.570 -0.204 0.223  0.35
H6 0.430 0.940 -1.490  0.28
H7 0.426 0.330 1.681  0.22
H8 1.049 1.924 0.966  0.27
H9 3.522 -0.062 -1.260  0.27
H10 3.372 1.525 -0.152  0.26
H11 4.044 -0.119 0.367  0.29
H12 -2.151 0.155 1.436  0.50

Summary:
- E_HOMO: -18.738 eV
- LUMO energy: -9.86 eV
- HOMO-LUMO gap: 8.88 eV
- Net charge: +2

Which of them is most stable, and which least? Most stable: ii); least stable: iii).